No. 1
A 11-piece molecular cluster, C32H63BrFO13P overall at a distorted geometry, computed with ωB97M-V with the def2-TZVPD basis set.

## Properties
E_LUMO = 0.59 eV
F_max = 2.38 eV/A
Kohn-Sham gap = 9.333 eV
Structure (SMILES) = O=CO[C@H](F)P(O)Br.CC(C)=O.CC(C)=O.CC(C)=O.CC(C)=O.CC(C)=O.CC(C)=O.CC(C)=O.CC(C)=O.CC(C)=O.CC(C)=O
HOMO energy = -0.321 hartree

The geometry in ORCA input format:
```
! RIJCOSX wB97M-V def2-TZVPD def2/J DEFGRID3
* xyz 0 1
O -1.310 0.433 -2.112
C -0.898 -0.683 -2.351
O 0.431 -0.907 -2.617
C 1.127 -1.715 -1.689
F 0.478 -1.679 -0.474
P 2.913 -1.153 -1.503
O 3.271 -0.831 -3.034
Br 2.638 0.808 -0.489
H -1.553 -1.545 -2.431
H 1.174 -2.748 -2.039
H 2.687 -0.165 -3.457
C 2.401 4.193 -3.046
C 1.669 2.983 -3.561
C 0.202 2.907 -3.277
O 2.255 2.112 -4.178
H 3.454 4.126 -3.313
H 1.964 5.095 -3.475
H 2.299 4.244 -1.962
H -0.311 3.765 -3.704
H 0.038 2.901 -2.201
H -0.195 1.993 -3.701
C -0.544 -5.301 -3.123
C -1.637 -4.838 -2.193
C -1.815 -5.615 -0.912
O -2.335 -3.885 -2.458
H -0.520 -4.662 -4.003
H 0.427 -5.258 -2.625
H -0.728 -6.332 -3.430
H -0.895 -5.582 -0.327
H -2.045 -6.657 -1.137
H -2.627 -5.183 -0.333
C 3.776 6.084 -7.374
C 2.629 5.161 -7.031
C 2.841 3.692 -7.298
O 1.599 5.583 -6.562
H 3.503 7.108 -7.135
H 4.664 5.803 -6.805
H 4.011 6.010 -8.437
H 3.690 3.328 -6.717
H 3.041 3.524 -8.358
H 1.954 3.136 -7.006
C 3.900 -3.983 -4.524
C 3.152 -5.136 -3.905
C 3.334 -6.494 -4.537
O 2.429 -4.980 -2.946
H 3.674 -3.078 -3.971
H 4.975 -4.165 -4.498
H 3.589 -3.856 -5.562
H 4.385 -6.783 -4.505
H 3.018 -6.464 -5.581
H 2.742 -7.232 -4.002
C 1.002 -0.225 3.205
C 2.191 -1.128 2.980
C 2.124 -2.490 3.623
O 3.135 -0.775 2.313
H 1.157 0.720 2.690
H 0.098 -0.703 2.825
H 0.867 -0.042 4.272
H 1.259 -3.033 3.253
H 2.025 -2.387 4.703
H 3.032 -3.044 3.392
C -0.553 7.597 -0.734
C -1.210 6.370 -1.316
C -2.670 6.156 -1.014
O -0.600 5.575 -1.992
H 0.494 7.624 -1.026
H -1.053 8.496 -1.096
H -0.625 7.577 0.355
H -3.267 6.987 -1.392
H -2.826 6.074 0.063
H -2.996 5.234 -1.489
C -3.022 -3.094 5.505
C -1.523 -3.263 5.516
C -0.899 -3.889 6.737
O -0.843 -2.905 4.580
H -3.309 -2.618 4.569
H -3.519 -4.056 5.596
H -3.334 -2.464 6.339
H -1.303 -4.889 6.889
H -1.131 -3.293 7.621
H 0.179 -3.939 6.607
C 4.263 5.836 1.724
C 3.281 4.853 2.319
C 3.595 3.390 2.127
O 2.298 5.226 2.912
H 3.931 6.852 1.925
H 5.253 5.687 2.159
H 4.336 5.686 0.645
H 4.558 3.146 2.577
H 3.635 3.156 1.063
H 2.820 2.786 2.592
C -6.389 2.949 -0.214
C -4.957 2.869 0.263
C -4.101 1.777 -0.332
O -4.518 3.645 1.077
H -6.895 3.771 0.285
H -6.415 3.108 -1.293
H -6.910 2.016 0.009
H -4.041 1.891 -1.416
H -4.536 0.800 -0.115
H -3.099 1.827 0.085
C -5.915 -5.567 8.479
C -4.422 -5.777 8.515
C -3.855 -6.427 9.753
O -3.712 -5.439 7.596
H -6.196 -5.094 7.542
H -6.429 -6.525 8.568
H -6.224 -4.933 9.311
H -4.293 -7.417 9.889
H -4.089 -5.825 10.632
H -2.777 -6.521 9.657
*
```

Löwdin population analysis, charges in e, atoms 1 to 99: 0.089 -0.264 -0.054 -0.532 -0.026 0.600 -0.370 0.395 0.129 0.106 0.049 -0.019 -0.503 -0.027 0.024 0.080 0.082 0.077 0.081 0.083 0.067 -0.026 -0.497 -0.018 0.051 0.087 0.051 0.089 0.088 0.084 0.081 -0.026 -0.508 -0.025 0.064 0.079 0.083 0.082 0.086 0.083 0.078 -0.007 -0.480 -0.017 0.033 0.050 0.092 0.092 0.087 0.087 0.081 -0.019 -0.505 -0.029 0.004 0.062 0.083 0.086 0.069 0.079 0.080 -0.018 -0.487 -0.017 0.062 0.079 0.084 0.088 0.086 0.087 0.077 -0.023 -0.483 -0.019 0.052 0.080 0.064 0.087 0.070 0.088 0.077 -0.025 -0.504 -0.029 0.068 0.078 0.083 0.080 0.091 0.037 0.072 -0.027 -0.510 -0.025 0.060 0.078 0.083 0.082 0.085

---

No. 2
One molecule with the formula C4H8N2S at a distorted geometry, computed with ωB97M-V with the def2-TZVPD basis set.

## Properties
E_LUMO = 0.67 eV
F_max = 1.76 eV/A
Kohn-Sham gap = 8.655 eV
Structure (SMILES) = S=C1NCCCN1
Relative energy (zero: lowest compared OMol25 entry of this formula, charge and spin) = 2.8 kcal/mol
HOMO energy = -0.294 hartree

The geometry in ORCA input format:
```
! RIJCOSX wB97M-V def2-TZVPD def2/J DEFGRID3
* xyz 0 1
S 2.330 0.000 -0.457
C 0.682 0.019 -0.134
N 0.061 -1.011 0.539
C -1.336 -1.085 0.921
C -2.180 -0.188 0.007
C -1.493 1.197 -0.089
N -0.105 1.074 -0.407
H 0.712 -1.721 0.936
H -1.414 -0.700 1.936
H -1.650 -2.123 0.884
H -3.192 -0.067 0.372
H -2.192 -0.668 -0.973
H -2.040 1.805 -0.849
H -1.578 1.662 0.897
H 0.338 1.706 -1.043
*
```

List of Löwdin charges in e, atom by atom: 0.523 -0.908 -0.020 -0.194 -0.156 -0.183 -0.015 0.137 0.114 0.117 0.108 0.116 0.133 0.117 0.112

---

No. 3
C21H18N4O5Ta as an isolated structure, computed with ωB97M-V with the def2-TZVPD basis set.

## Properties
E_LUMO (alpha / beta) = -11.59 / -11.59 eV
F_max = 0.59 eV/A
Kohn-Sham gap (alpha / beta) = 4.919 / 4.920 eV
Relative energy (zero: lowest compared OMol25 entry of this formula, charge and spin) = 0.0 kcal/mol
HOMO energy (alpha / beta) = -0.607 / -0.607 hartree

The geometry in ORCA input format:
```
! RIJCOSX wB97M-V def2-TZVPD def2/J DEFGRID3
* xyz 3 1
Ta 0.617 0.472 0.640
O -3.608 0.488 0.602
C -3.928 1.741 0.239
C -5.247 2.164 0.153
C -5.545 3.463 -0.210
C -4.532 4.389 -0.500
C -3.228 3.994 -0.424
C -2.888 2.663 -0.058
C -1.514 2.341 0.003
O -1.108 1.056 0.323
N -0.529 3.169 -0.217
N 0.645 2.544 -0.057
C 1.768 3.162 -0.230
C 2.949 2.342 -0.029
C 4.244 2.792 -0.149
C 5.290 1.899 0.077
C 5.007 0.580 0.413
C 3.689 0.187 0.512
N 2.668 1.044 0.297
H -4.411 -0.007 0.813
H -6.044 1.466 0.378
H -6.581 3.768 -0.267
H -4.785 5.402 -0.779
H -2.430 4.689 -0.642
H 1.800 4.211 -0.503
H 4.437 3.824 -0.412
H 6.316 2.234 -0.009
H 5.796 -0.135 0.598
H 3.434 -0.836 0.768
O 0.048 -0.530 2.394
N 0.340 0.410 3.202
O 0.942 1.315 2.567
C 0.423 -2.041 -2.499
C 0.543 -2.264 -1.035
O 0.788 -1.175 -0.316
C 0.437 -3.511 -0.415
C 0.176 -4.662 -1.213
C 0.073 -5.898 -0.629
C 0.229 -6.021 0.754
C 0.487 -4.905 1.562
C 0.591 -3.665 0.992
H 0.554 -0.990 -2.743
H -0.556 -2.371 -2.855
H 1.171 -2.625 -3.039
H 0.054 -4.568 -2.283
H -0.126 -6.772 -1.232
H 0.152 -6.998 1.213
H 0.603 -5.031 2.629
H 0.790 -2.806 1.617
*
```

List of Löwdin charges in e, atom by atom: 2.007 0.095 -0.227 0.021 0.015 -0.025 0.015 -0.078 -0.264 -0.169 0.133 -0.121 0.050 -0.213 0.067 0.059 0.027 -0.058 -0.067 0.139 0.137 0.136 0.129 0.126 0.171 0.151 0.150 0.142 0.132 -0.158 0.005 -0.126 0.039 -0.220 -0.208 -0.145 0.050 0.004 0.052 -0.004 0.029 0.100 0.128 0.128 0.133 0.138 0.142 0.134 0.100

---

No. 4
An isolated ion of composition C11H16N and charge +1 at a distorted geometry, computed with ωB97M-V with the def2-TZVPD basis set.

## Properties
E_LUMO (alpha / beta) = -3.12 / -6.93 eV
F_max = 6.23 eV/A
Kohn-Sham gap (alpha / beta) = 5.955 / 6.008 eV
Relative energy (zero: lowest compared OMol25 entry of this formula, charge and spin) = 101.2 kcal/mol
HOMO energy (alpha / beta) = -0.333 / -0.475 hartree

The geometry in ORCA input format:
```
! RIJCOSX wB97M-V def2-TZVPD def2/J DEFGRID3
* xyz 1 3
C -3.525 -0.604 -0.282
C -3.207 -0.580 -1.600
C -2.389 -0.043 0.622
C -1.790 -0.141 -1.712
C -1.509 -0.787 1.356
C -0.602 0.000 -1.969
C 0.745 -0.308 0.192
C -0.146 -0.109 1.419
C 0.665 -0.521 2.747
C 0.758 1.865 -1.189
C 1.572 -0.253 -2.195
N 0.569 0.376 -1.248
H -4.455 -0.777 0.133
H -3.704 -0.865 -2.505
H -2.111 0.978 0.300
H -1.595 -1.759 1.732
H 1.784 0.172 0.446
H 0.673 -1.485 0.063
H -0.300 0.913 1.552
H 1.467 -1.291 2.525
H -0.178 -1.003 3.265
H 1.006 0.283 3.360
H 0.214 2.465 -1.908
H 0.563 2.217 -0.139
H 1.894 2.016 -1.371
H 1.084 -1.132 -2.639
H 1.857 0.484 -2.948
H 2.430 -0.570 -1.543
*
```

List of Löwdin charges in e, atom by atom: -0.015 -0.021 -0.017 0.018 -0.007 -0.067 -0.051 -0.354 -0.009 0.018 -0.005 -0.307 0.084 0.106 0.121 0.113 0.165 0.190 0.100 0.105 0.074 0.071 0.107 0.112 0.134 0.108 0.111 0.118